Entry 1:
47
Properties=species:S:1:pos:R:3 method="wB97M-V/def2-TZVPD" e_homo_ev=-8.096 smiles="FC(F)Oc1ccc(NC(=S)N2CCN(Cc3ccccc3)CC2)cc1" total_charge=0 e_above_lowest_kcal_mol=0.00 orbital_gap_ev=8.6
F -8.3326 0.9013 -0.2282
C -7.0165 1.0554 -0.0204
F -6.9073 2.0071 0.9468
O -6.5152 -0.1284 0.3731
C -5.1448 -0.3419 0.2508
C -4.2103 0.6782 0.1689
C -2.8656 0.3737 0.0531
C -2.4421 -0.9502 0.0136
N -1.0980 -1.3095 -0.0700
C -0.0908 -0.6644 -0.7436
S -0.3865 0.5699 -1.8033
N 1.1525 -1.1691 -0.5515
C 2.2848 -0.6620 -1.2982
C 3.1229 0.2739 -0.4329
N 3.5722 -0.4461 0.7456
C 4.5103 0.3330 1.5362
C 5.8022 0.5307 0.7896
C 6.4122 1.7747 0.7217
C 7.6066 1.9344 0.0397
C 8.1984 0.8522 -0.5874
C 7.5927 -0.3923 -0.5275
C 6.4039 -0.5523 0.1596
C 2.4289 -0.8966 1.5089
C 1.5836 -1.8480 0.6522
C -3.3904 -1.9668 0.1364
C -4.7309 -1.6681 0.2498
H -6.5598 1.4716 -0.9394
H -4.5079 1.7138 0.2172
H -2.1471 1.1730 -0.0066
H -0.9234 -2.2803 0.1552
H 1.9194 -0.1387 -2.1814
H 2.8956 -1.5175 -1.6013
H 3.9967 0.6079 -0.9942
H 2.5177 1.1578 -0.1641
H 4.7149 -0.2292 2.4543
H 4.0882 1.3112 1.8270
H 5.9515 2.6246 1.2055
H 8.0732 2.9076 -0.0049
H 9.1281 0.9777 -1.1223
H 8.0507 -1.2398 -1.0164
H 5.9222 -1.5170 0.2087
H 2.7808 -1.4310 2.3947
H 1.7920 -0.0539 1.8390
H 0.7378 -2.1958 1.2442
H 2.1984 -2.7057 0.3608
H -3.0726 -2.9998 0.1336
H -5.4710 -2.4464 0.3365

Entry 2:
11
Properties=species:S:1:pos:R:3 method="wB97M-V/def2-TZVPD" e_homo_ev="-11.669 / -11.855" total_charge=+1 spin_multiplicity=2 s_squared=0.75 orbital_gap_ev="7.3 / 6.1"
Cd 3.4519 0.6298 -0.6794
O 1.6552 0.0012 -0.8618
C 0.5121 0.4160 -0.2799
H 0.8135 -0.5830 1.6207
H 0.0372 1.2826 -0.7614
C -1.2908 -0.1452 1.1842
C 0.1405 0.0081 0.9885
C -1.9342 -0.2469 0.0021
O -2.4544 -0.7434 -0.9300
Li 0.9085 -0.8656 -2.3258
H -1.8395 0.2464 2.0426

Entry 3:
99
Properties=species:S:1:pos:R:3 method="wB97M-V/def2-TZVPD" e_homo_ev=-10.519 total_charge=+1 orbital_gap_ev=6.7
C -2.9163 2.2051 -3.2725
C -2.0238 2.7849 -2.4753
C -1.8904 2.5345 -0.9953
C -0.6169 1.6815 -0.7878
C -0.9948 0.9679 0.5260
C -2.4234 0.6396 0.2576
C -3.2344 -0.4963 0.7637
C -2.4799 -1.8389 0.8157
C -2.6477 -2.6844 -0.4530
C -1.5603 -2.4630 -1.5061
O -0.5166 -3.4190 -1.3692
N -2.8949 1.5488 -0.5321
H -2.6940 1.8515 -4.2703
H -3.9283 2.0310 -2.9123
H -1.2916 3.4855 -2.8682
H -1.8759 3.4485 -0.3962
H -0.6385 0.9229 -1.5716
H 0.3181 2.2255 -0.7095
H -1.0488 1.7432 1.3072
H -0.3394 0.1983 0.9189
H -4.0685 -0.6158 0.0642
H -3.6749 -0.2271 1.7279
H -2.8758 -2.4019 1.6617
H -1.4153 -1.7079 1.0204
H -3.6329 -2.5397 -0.9034
H -2.5807 -3.7357 -0.1678
H -1.9841 -2.5888 -2.5053
H -1.1419 -1.4480 -1.4587
H 0.2980 -2.9765 -1.1083
H -3.8735 1.5366 -0.7913
C -5.6792 4.9131 -3.8226
O -6.6632 3.9628 -3.4802
C -7.6559 4.4363 -2.5829
C -9.0552 4.0635 -3.0222
O -9.5062 4.7125 -4.1918
C -8.9703 4.3341 -5.4482
C -9.3448 2.9482 -5.9202
O -8.6761 1.9377 -5.1819
C -9.4600 0.7953 -4.9196
H -4.9272 4.9965 -3.0274
H -5.1929 4.5666 -4.7341
H -6.1105 5.8999 -4.0128
H -7.5900 5.5233 -2.4728
H -7.4822 3.9815 -1.5979
H -9.7283 4.4079 -2.2326
H -9.1701 2.9793 -3.0894
H -7.8880 4.4762 -5.4845
H -9.4130 5.0370 -6.1570
H -9.0599 2.8594 -6.9764
H -10.4301 2.8229 -5.8432
H -10.4854 1.0648 -4.6473
H -9.0092 0.2731 -4.0757
H -9.4851 0.1177 -5.7796
C 6.0450 -3.9624 1.3954
O 4.8407 -4.6698 1.1832
C 4.8432 -5.9960 1.6805
C 3.5854 -6.3176 2.4557
O 3.4473 -5.6315 3.6887
C 3.1550 -4.2500 3.6869
C 1.7769 -3.8820 3.1838
O 1.6672 -4.0401 1.7794
C 0.4262 -4.5329 1.3318
H 6.8031 -4.2433 0.6576
H 5.8275 -2.9005 1.2853
H 6.4356 -4.1287 2.4043
H 5.7147 -6.1706 2.3196
H 4.8989 -6.6883 0.8306
H 3.6464 -7.3729 2.7314
H 2.6986 -6.2035 1.8285
H 3.9222 -3.6731 3.1649
H 3.1901 -3.9597 4.7400
H 1.5939 -2.8272 3.4359
H 1.0288 -4.4962 3.6974
H 0.0395 -5.3200 1.9880
H 0.5746 -4.9579 0.3420
H -0.3122 -3.7263 1.2632
C 8.4582 0.6626 5.8160
O 8.6623 1.2487 4.5499
C 9.4050 0.4534 3.6452
C 8.7793 0.4086 2.2692
O 7.5454 -0.2871 2.1859
C 6.3885 0.2868 2.7645
C 5.8943 1.5568 2.1072
O 6.7319 2.6591 2.3841
C 6.9106 3.5526 1.3099
H 9.3477 0.7530 6.4483
H 7.6357 1.1939 6.2933
H 8.1866 -0.3951 5.7299
H 9.5155 -0.5678 4.0253
H 10.4072 0.8880 3.5391
H 9.4611 -0.1619 1.6337
H 8.7061 1.4080 1.8366
H 6.5082 0.4254 3.8413
H 5.6077 -0.4663 2.6221
H 4.8901 1.7739 2.5014
H 5.8170 1.3934 1.0253
H 7.0370 3.0200 0.3611
H 7.8172 4.1230 1.5056
H 6.0691 4.2497 1.2220

Entry 4:
6
Properties=species:S:1:pos:R:3 method="wB97M-V/def2-TZVPD" e_homo_ev=-9.540 total_charge=0 e_above_lowest_kcal_mol=24.65 orbital_gap_ev=8.4
C 0.6088 -0.0782 -0.0580
C -0.3511 -1.5153 0.0651
C -0.0348 1.0221 0.0002
O -0.7731 1.9117 -0.0557
Cl -1.9657 -1.2067 0.0174
Br 2.5158 -0.1335 0.0309

| no. | E_tot (a.u.) |
| --- | --- |
| 1 | -1574.05575 |
| 2 | -479.63094 |
| 3 | -1909.51278 |
| 4 | -3223.59625 |